1.
# C28H27BrClN3O4W

C28H27BrClN3O4W as an isolated structure in a non-equilibrium geometry (ωB97M-V/def2-TZVPD, OMol25).

relative energy (zero: lowest compared OMol25 entry of this formula, charge and spin): 39.4 kcal/mol
orbital gap: 5.98 eV
total charge: +4
HOMO: -19.76 eV

XYZ file:
```
65
Properties=species:S:1:pos:R:3:forces:R:3
W -0.344892 -0.065070 -0.228989 0.160 0.875 -1.454
Br 1.739302 2.054783 -0.425036 -0.492 0.284 -0.284
Cl -1.517788 -1.656450 -5.603672 -0.028 0.013 -0.007
O 6.806760 -0.085317 6.585289 -0.159 -0.056 -0.161
O 1.176140 -0.744643 0.458403 -0.354 0.203 0.332
O 5.503708 -0.640908 4.731388 0.478 -0.567 -0.232
O 2.977213 -2.053002 0.483879 -0.188 0.041 -0.153
N 1.949778 0.416880 2.797700 0.125 -0.190 -0.089
N -0.736181 1.805369 -1.516994 0.229 0.127 0.246
N 0.250517 -0.676607 -2.208142 -0.006 -0.299 -0.629
C 4.271167 -0.248179 4.089500 -0.935 0.542 -0.079
C 0.277536 2.675177 -1.491741 0.339 -0.395 0.302
C 2.301885 1.027536 3.923341 -0.070 -0.028 -0.097
C 1.975421 -1.328267 -3.738274 -0.076 0.035 0.011
C -1.339085 -0.307496 1.805929 -1.231 -0.057 0.004
C -3.018326 3.645509 -3.913691 -0.179 0.166 -0.172
C -2.823212 -0.485576 -0.544174 0.235 -0.219 0.598
C -3.913987 1.717173 0.029413 -0.006 0.179 -0.249
C -1.851235 3.313647 -3.048544 0.333 0.029 0.120
C -1.489578 -1.566939 1.213308 -0.307 0.065 -0.064
C 2.756328 -0.534272 2.320836 -0.483 0.490 -0.008
C -0.301322 -1.368889 -4.450821 0.246 0.030 0.227
C 6.146162 -0.322376 5.707973 -0.025 0.255 0.197
C -2.840056 0.696958 0.160866 0.361 -0.073 0.201
C -1.156908 -2.867260 1.902097 0.667 -0.191 -0.040
C 1.048539 -1.587615 -4.732020 -0.111 0.005 -0.020
C 2.353220 -1.209447 1.021836 1.128 -0.287 0.834
C -1.754897 0.918414 1.125970 -0.832 -0.786 0.767
C -0.478897 -3.861528 0.940687 -0.148 0.029 0.026
C -0.328016 -2.686623 3.175502 -0.195 0.044 -0.027
C 3.470262 0.730076 4.625520 0.229 -0.018 0.207
C 0.329411 3.863262 -2.176940 0.047 0.090 -0.017
C -1.903264 -1.570895 -0.183616 -0.801 0.036 0.910
C -0.767315 4.195567 -2.955081 -0.078 -0.192 0.073
C 1.556811 -0.879015 -2.501691 0.082 -0.020 0.121
C -1.774909 2.134811 -2.320121 -0.267 -0.156 -0.094
C 3.945941 -0.915418 2.929273 0.381 -0.485 -0.215
C -0.648043 -0.916178 -3.189273 -0.284 -0.022 -0.072
H 1.634327 1.793050 4.299201 0.035 0.000 0.023
H -4.551429 1.649689 0.918226 0.084 -0.024 0.063
H 3.031881 -1.475547 -3.915401 0.004 -0.007 0.016
H -3.628609 -0.726512 -1.231492 0.351 0.187 -0.468
H 1.197581 4.504997 -2.114974 0.001 -0.004 0.043
H -3.787173 2.876408 -3.917926 0.025 -0.040 0.011
H -1.004704 -0.236821 2.831082 0.561 0.137 -0.147
H -0.075601 -4.698812 1.505727 -0.001 0.005 0.017
H -3.470422 4.586863 -3.594110 -0.027 -0.054 0.080
H -0.844926 -2.087521 3.926139 0.062 0.032 0.021
H -2.582502 1.418797 -2.385681 0.014 0.018 0.016
H -2.124619 -3.287532 2.207688 -0.099 0.122 -0.157
H -0.159142 -3.664216 3.622071 0.021 -0.004 0.006
H 2.280991 -0.684621 -1.726590 -0.027 -0.010 -0.010
H 4.558177 -1.700116 2.499556 0.059 0.040 0.054
H 3.697822 1.257198 5.544604 0.025 0.010 -0.009
H -1.174920 -4.288435 0.220109 0.019 0.015 -0.048
H -2.686128 3.817432 -4.939281 -0.012 -0.112 -0.011
H -1.694172 -0.754486 -2.968282 0.020 0.006 0.011
H 0.647375 -2.243162 2.959096 -0.005 0.006 0.038
H -4.553734 1.536199 -0.832827 0.033 -0.012 -0.030
H -0.779605 5.129594 -3.504142 0.024 0.008 -0.006
H -1.855292 1.802202 1.744631 0.527 0.204 -0.235
H -2.096632 -2.534783 -0.635548 0.473 0.056 -0.300
H -3.527135 2.736013 -0.007379 0.022 -0.007 0.021
H 0.346339 -3.390064 0.400146 0.038 -0.081 0.006
H 1.354063 -1.953008 -5.704538 -0.010 0.012 -0.014
```
Positions in Å, forces in eV/Å.

In elementary charge units, the Mulliken charges are:
1. W -0.145
2. Br 0.112
3. Cl -0.124
4. O -0.018
5. O 1.228
6. O -0.144
7. O -0.418
8. N -0.092
9. N 0.123
10. N 0.302
11. C 0.620
12. C 0.415
13. C -0.770
14. C -1.004
15. C -0.899
16. C -1.668
17. C -0.630
18. C -1.521
19. C 0.445
20. C 0.045
21. C 0.427
22. C -0.255
23. C 0.760
24. C 0.475
25. C 0.711
26. C -0.153
27. C 0.133
28. C -0.819
29. C -1.408
30. C -1.616
31. C -0.585
32. C -0.767
33. C -0.377
34. C -0.406
35. C 0.079
36. C -0.383
37. C -0.559
38. C -0.191
39. H 0.521
40. H 0.407
41. H 0.480
42. H 0.552
43. H 0.513
44. H 0.418
45. H 0.452
46. H 0.454
47. H 0.416
48. H 0.448
49. H 0.567
50. H 0.450
51. H 0.496
52. H 0.321
53. H 0.636
54. H 0.488
55. H 0.462
56. H 0.430
57. H 0.435
58. H 0.360
59. H 0.398
60. H 0.536
61. H 0.853
62. H 0.737
63. H 0.452
64. H 0.293
65. H 0.506

---

2.
# C28H27CoN3OTe

C28H27CoN3OTe as an isolated structure in a non-equilibrium geometry (ωB97M-V/def2-TZVPD, OMol25).

relative energy (zero: lowest compared OMol25 entry of this formula, charge and spin): 30.8 kcal/mol
2S+1: 4
orbital gap (spin up / spin down): 4.97 / 6.78 eV
total charge: 0
HOMO (spin up / spin down): -5.12 / -6.76 eV
⟨S²⟩: 3.959

XYZ file:
```
61
Properties=species:S:1:pos:R:3:forces:R:3
Te -0.376806 3.477439 1.254403 -0.990 0.092 0.245
Co -0.109697 1.293570 -0.273606 1.045 0.061 -0.977
O 1.160804 -2.576984 -0.547682 -0.075 -0.088 -0.110
N -1.667474 0.169160 0.613110 -0.151 -0.063 0.463
N 2.013793 0.384287 -2.424228 -0.115 0.221 0.355
N 0.866347 -0.407960 0.109889 -0.271 0.427 0.470
C -1.769021 -0.950734 2.715717 -0.242 0.045 -0.018
C -1.849660 -0.521175 -3.765064 0.167 -0.038 0.069
C 2.023230 -0.917453 -1.951771 -0.040 -1.133 0.272
C -1.081711 -0.549006 1.576109 -0.064 -0.102 0.015
C 1.459367 2.532243 -1.583722 -0.248 -1.286 0.122
C 0.352322 -0.919409 1.363175 0.429 -0.339 -0.238
C -0.574539 -0.155705 -3.390541 0.000 -0.105 -0.009
C -1.462367 1.797983 -2.290537 0.338 0.147 0.013
C 1.005407 1.324085 -2.147584 0.120 0.823 0.482
C -3.116989 -0.666455 2.827043 0.216 -0.016 -0.153
C -3.743636 -0.002574 1.779119 0.009 -0.013 -0.037
C -2.942381 0.253410 -3.403039 -0.124 0.226 0.200
C -0.059850 5.599877 -3.110752 -0.103 0.296 -0.042
C 3.912357 -0.102945 -3.796082 -0.209 0.531 0.124
C -1.859478 4.672541 0.239325 0.261 -0.109 0.151
C 2.907940 -1.830239 -2.495287 -0.141 0.128 -0.167
C 1.168901 6.223232 -1.150052 -0.056 0.158 -0.050
C 1.051782 3.891951 -1.818047 -0.306 0.865 -0.159
C 1.511936 4.902036 -0.948993 0.063 -0.326 -0.314
C 0.284542 4.279040 -2.927079 0.233 -0.157 0.216
C -2.974941 0.409490 0.707342 -0.259 -0.066 0.023
C -2.735025 1.418804 -2.684427 -0.318 -0.286 -0.067
C -1.831332 2.902011 2.749397 0.241 0.108 -0.261
C 3.843780 -1.464045 -3.451174 -0.067 -0.346 0.048
C 1.257795 -1.359483 -0.748817 0.351 -0.241 0.099
C 0.357232 6.577933 -2.218129 -0.016 0.012 0.010
C -0.343297 0.993186 -2.615549 -0.454 0.405 -0.233
C 3.027547 0.780335 -3.265161 0.788 0.150 -0.733
H -3.669782 -0.965305 3.703833 -0.092 -0.055 0.081
H -3.942136 -0.039555 -3.685376 -0.079 -0.013 -0.066
H 0.434522 -2.018750 1.360826 -0.064 0.232 0.210
H -2.662234 4.048418 -0.137615 -0.013 -0.198 0.008
H 0.258065 -0.770196 -3.699442 0.042 -0.024 0.053
H 3.020470 1.826376 -3.530684 0.021 0.017 0.004
H -2.260620 5.398280 0.939226 0.038 0.026 0.123
H -0.644356 5.877530 -3.974516 -0.099 0.051 -0.096
H -2.708250 2.495683 2.258307 -0.001 -0.015 -0.080
H 4.516671 -2.180997 -3.889487 0.085 -0.103 0.015
H 1.545301 6.985001 -0.482430 0.000 0.043 0.084
H 0.957891 -0.524518 2.190124 -0.092 -0.100 0.070
H -1.991886 -1.425665 -4.336931 -0.007 -0.058 -0.092
H -3.418494 0.946528 -0.121205 0.012 0.103 -0.009
H -0.007008 3.538312 -3.658090 -0.025 -0.019 -0.006
H -2.113101 3.756815 3.355128 0.094 0.137 -0.009
H 4.662473 0.255412 -4.482143 0.049 0.138 -0.063
H 2.437322 2.456747 -1.113045 -0.053 -0.170 -0.044
H -3.582042 2.043018 -2.430931 -0.012 0.102 -0.008
H -1.381598 5.194803 -0.579464 0.144 0.044 -0.156
H -4.802126 0.206228 1.802560 -0.067 0.036 -0.021
H -1.393151 2.140169 3.380821 0.106 -0.150 0.101
H 2.850876 -2.842888 -2.123892 -0.048 0.047 0.100
H -1.235980 -1.486028 3.486772 0.019 -0.078 0.077
H -1.340677 2.766745 -1.817359 0.047 -0.081 -0.046
H 0.069172 7.607219 -2.364949 0.012 0.116 -0.048
H 2.177028 4.632203 -0.136348 -0.031 -0.010 0.008
```
Positions in Å, forces in eV/Å.

In elementary charge units, the Mulliken charges are:
1. Te 0.330
2. Co -0.028
3. O -0.816
4. N 0.436
5. N 0.423
6. N -0.254
7. C -1.011
8. C -0.792
9. C 0.318
10. C 0.749
11. C -0.260
12. C -0.966
13. C -1.143
14. C 0.061
15. C -0.770
16. C -0.294
17. C -0.807
18. C -0.809
19. C -0.925
20. C -0.570
21. C -0.842
22. C -0.478
23. C -0.528
24. C 0.893
25. C -0.445
26. C -0.420
27. C -0.272
28. C -1.063
29. C -1.049
30. C -0.726
31. C 0.217
32. C -0.682
33. C 1.879
34. C -0.327
35. H 0.429
36. H 0.412
37. H 0.564
38. H 0.300
39. H 0.500
40. H 0.340
41. H 0.454
42. H 0.412
43. H 0.254
44. H 0.424
45. H 0.411
46. H 0.316
47. H 0.447
48. H 0.252
49. H 0.543
50. H 0.435
51. H 0.410
52. H 0.772
53. H 0.479
54. H 0.099
55. H 0.427
56. H 0.328
57. H 0.492
58. H 0.444
59. H 0.155
60. H 0.399
61. H 0.470

---

3.
# C28H27FIrN5O9S2

C28H27FIrN5O9S2 as an isolated structure in a non-equilibrium geometry (ωB97M-V/def2-TZVPD, OMol25).

relative energy (zero: lowest compared OMol25 entry of this formula, charge and spin): 31.5 kcal/mol
orbital gap: 2.67 eV
total charge: 0
HOMO: -4.63 eV

XYZ file:
```
73
Properties=species:S:1:pos:R:3:forces:R:3
Ir 0.055907 0.312594 -3.725967 0.021 -0.976 -2.974
S 1.391276 -0.618570 -5.617465 -0.575 0.835 2.396
S -1.541297 0.832499 -5.393310 0.353 -0.043 1.402
F 0.194232 -2.017403 2.404417 0.012 -0.045 0.036
O -1.373250 -6.418125 0.733626 -0.115 0.068 0.008
O 2.102790 3.867272 -3.251450 0.040 0.028 0.281
O -0.801026 -1.503435 -3.313595 -0.058 -0.591 0.339
O 0.076861 -5.769960 -0.712906 -0.038 0.118 -0.031
O -5.387563 -3.857996 1.416673 0.110 -0.108 0.010
O -1.658548 -0.026159 -1.930955 0.233 0.143 0.332
O 1.257030 -0.061411 -2.019340 -0.075 -0.310 0.408
O -5.765942 -2.137822 0.188270 0.094 0.041 -0.061
O 0.948868 2.102288 -3.927447 0.289 0.653 0.026
N 2.032538 2.875726 0.671186 -0.120 0.111 -0.155
N -0.185735 0.860355 6.448548 -0.042 -0.060 0.033
N 0.615149 0.040011 4.324661 0.044 -0.232 -0.025
N -0.962534 -5.634562 -0.101994 0.390 -0.545 0.156
N -5.064382 -3.054991 0.561626 -0.612 0.113 0.324
C 2.730625 5.232601 1.343581 -0.016 0.010 -0.075
C 2.010537 3.135841 -0.668092 0.032 -0.281 0.115
C -3.004616 -4.329628 0.220745 -0.121 -0.277 0.204
C -1.763509 -4.450877 -0.375269 -0.414 0.862 -0.285
C 1.938441 4.676601 2.488902 -0.106 0.076 0.121
C 0.613985 -0.800648 1.986509 -0.041 -0.104 -0.123
C 1.348878 0.898129 -1.232010 0.351 0.251 -0.448
C -1.746390 0.406849 -8.084012 0.033 -0.009 0.130
C -0.871643 0.228208 -6.867232 0.702 -0.498 -0.506
C 0.837937 -0.889457 -8.279006 0.077 -0.045 0.209
C 1.345354 1.420967 2.486958 -0.072 -0.349 0.238
C -1.466611 -1.209243 -2.279865 -0.072 0.371 -0.604
C -3.260097 -2.177790 -0.853442 -0.330 -0.151 0.244
C 1.569596 2.782677 -3.043665 -0.085 -0.040 -0.642
C 0.328143 -0.370988 -6.957928 -0.926 0.468 -0.534
C 0.774427 -0.577147 0.646354 -0.006 0.104 0.016
C -1.263516 -3.466953 -1.222070 0.046 -0.379 0.073
C -0.817056 -0.470050 6.204887 -0.159 -0.353 -0.238
C 1.620336 2.248939 -1.617103 -0.186 0.092 -0.041
C 1.544298 1.664501 1.128669 0.058 -0.054 -0.190
C -0.393342 -0.909841 4.774793 0.022 0.070 -0.030
C -3.749492 -3.193382 -0.040141 0.929 0.080 -0.539
C 2.711766 3.758474 1.581658 0.020 0.054 0.184
C 1.756285 0.038554 5.230745 -0.140 0.028 -0.078
C 1.296932 0.733339 6.543016 0.417 -0.090 -0.179
C 1.223991 0.663427 0.195863 0.061 -0.170 0.583
C 0.863580 0.192683 2.928770 0.152 0.491 -0.081
C -2.016379 -2.325521 -1.448197 -0.047 0.048 0.068
H 1.555763 0.150405 7.423760 -0.142 0.032 0.053
H 0.369885 -1.847676 -8.525465 0.042 -0.009 -0.051
H -0.297233 -3.602090 -1.688071 -0.013 0.073 -0.083
H 2.308116 4.832331 3.494325 0.037 -0.035 -0.006
H -1.294836 1.101592 -8.797856 -0.040 0.012 -0.009
H -1.897601 -0.547565 -8.593878 -0.068 0.029 -0.043
H 2.099267 -0.981804 5.439422 0.013 0.024 0.001
H 1.916693 -1.044206 -8.233413 0.014 -0.013 -0.075
H -0.338654 1.369741 5.564873 -0.061 0.161 0.144
H -0.027738 -1.939769 4.803132 0.001 0.028 0.033
H 1.716477 1.732896 6.642487 -0.077 0.016 0.007
H 3.650024 5.759031 1.552504 0.028 -0.046 0.006
H -3.384249 -5.107284 0.865316 -0.006 0.008 0.006
H 0.860419 4.693294 2.398009 0.004 -0.055 -0.090
H 0.566032 -1.356784 -0.073557 -0.018 0.012 -0.025
H -2.718534 0.802696 -7.792079 -0.031 -0.001 -0.059
H -1.896515 -0.369059 6.289849 0.018 0.064 0.040
H -1.235237 -0.879989 4.086488 -0.043 0.037 0.082
H 1.532882 2.195747 3.217443 -0.002 0.054 -0.033
H -0.469710 -1.169113 6.962437 0.051 0.130 0.082
H -3.850728 -1.288223 -1.016929 0.057 0.045 -0.058
H -0.590008 1.350701 7.242578 -0.001 0.019 -0.005
H 0.620665 -0.187475 -9.084711 0.050 -0.015 -0.045
H 2.179609 5.625147 0.501538 -0.040 -0.028 0.011
H 3.608738 3.311882 1.999222 0.022 0.049 -0.043
H 2.346824 4.109797 -0.993417 0.029 -0.005 -0.033
H 2.572813 0.585203 4.767997 0.045 0.010 0.100
```
Positions in Å, forces in eV/Å.

In elementary charge units, the Mulliken charges are:
1. Ir 1.334
2. S -0.462
3. S -0.459
4. F -0.357
5. O -0.626
6. O -0.778
7. O -0.872
8. O -0.609
9. O -0.614
10. O -0.761
11. O -0.924
12. O -0.600
13. O -0.706
14. N 0.373
15. N -0.115
16. N 0.389
17. N 1.076
18. N 1.019
19. C -0.982
20. C -0.359
21. C -0.356
22. C -0.319
23. C -0.505
24. C 0.149
25. C 1.196
26. C -1.558
27. C 0.585
28. C -1.523
29. C -0.393
30. C 0.990
31. C -0.340
32. C 0.595
33. C 0.578
34. C -0.756
35. C -0.431
36. C -0.670
37. C -0.280
38. C -0.239
39. C -0.720
40. C -0.191
41. C -0.167
42. C -0.621
43. C -0.725
44. C 0.538
45. C -1.397
46. C -0.020
47. H 0.354
48. H 0.289
49. H 0.685
50. H 0.299
51. H 0.311
52. H 0.305
53. H 0.319
54. H 0.421
55. H 0.388
56. H 0.485
57. H 0.395
58. H 0.267
59. H 0.624
60. H 0.254
61. H 0.851
62. H 0.390
63. H 0.352
64. H 0.480
65. H 0.701
66. H 0.321
67. H 0.640
68. H 0.292
69. H 0.309
70. H 0.308
71. H 0.438
72. H 0.635
73. H 0.496